The following is a quantum chemistry calculation of a structure of composition C3H5MgO4 in a non-equilibrium geometry, from OMol25.

The geometry in XYZ format:
```
13
Properties=species:S:1:pos:R:3:lowdin_charge:R:1
O 0.89 1.09 -0.66 -0.146
C -1.13 0.37 0.85 -0.770
C 1.00 -0.29 -0.91 -0.271
O -2.20 0.55 0.21 -0.333
O -0.67 -0.92 0.77 -0.033
C 0.68 -1.12 0.33 -0.184
H 2.03 -0.52 -1.22 0.108
H 0.29 -0.59 -1.71 0.124
H 1.37 -0.85 1.14 0.123
H 0.75 -2.19 0.09 0.121
Mg -3.16 1.93 -0.89 0.171
O -0.59 1.18 1.65 -0.045
H 0.75 1.35 0.37 0.135
```

Charge = -1
Multiplicity = 1
HOMO (spin up / spin down) = -1.83 / -1.83 eV
ΔE to the lowest compared entry with this formula, charge and spin = 0.00 kcal per mole
Molecular weight = 129.37 g/mol